{"formula": "C2H4BrNO", "method": "ωB97M-V/def2-TZVPD", "e_tot_ha": -2782.47199, "orbital_gap_ev": 8.753, "e_homo_ev": -8.9, "de_lowest_ev": 4.464, "species": ["C", "C", "N", "O", "Br", "H", "H", "H", "H"], "coordinates": [[0.01369, 2.10795, 0.27855], [-0.64200, -0.56727, 0.41758], [0.65544, 1.75005, -0.68343], [-0.84596, 0.51237, 1.22054], [-0.66808, 3.57588, 1.19898], [-0.50067, -1.43799, 1.03097], [-0.04723, -0.33679, -0.45953], [-1.47806, -0.87015, -0.14615], [1.35271, 2.17083, -1.21059]]}